Density functional theory data (wB97M-V/def2-TZVPD) for a molecular structure, C27H33N5O2PdSTe.

Structure (XYZ):
```
70
Properties=species:S:1:pos:R:3:nbo_charge:R:1
Pd 0.6208 0.3847 0.0495 0.942
C -0.6517 3.8792 2.8081 -0.710
C -0.2957 3.1846 1.5272 0.720
O -0.2260 1.9459 1.4682 -0.716
N -0.0576 3.9633 0.4634 -0.575
C 0.2793 3.4499 -0.8576 -0.257
C 1.7412 3.0967 -1.0133 0.202
C 2.6363 4.0362 -1.4962 -0.226
C 3.9747 3.7022 -1.6280 -0.115
C 4.3757 2.4243 -1.2793 -0.230
C 3.4243 1.5376 -0.8116 0.064
N 2.1344 1.8601 -0.6723 -0.508
H -0.9682 3.1467 3.5435 0.249
H -1.4522 4.6016 2.6493 0.252
H 0.2179 4.4165 3.1893 0.258
H -0.1505 4.9598 0.5767 0.423
H 0.0176 4.2178 -1.5827 0.244
H -0.3494 2.5803 -1.0658 0.213
H 2.2833 5.0200 -1.7753 0.238
H 4.6866 4.4238 -2.0048 0.248
H 5.4049 2.1088 -1.3713 0.250
H 3.6997 0.5273 -0.5496 0.214
C -0.2792 -0.5378 3.4764 -0.655
Te 1.5889 -0.2627 2.5078 0.810
C 1.8526 -2.3635 2.7331 -0.655
C 0.8399 -2.7700 3.7815 -0.085
C 0.9258 -4.0148 4.3932 -0.193
C -0.0058 -4.3901 5.3493 -0.182
C -1.0262 -3.5163 5.7041 -0.187
C -1.1111 -2.2701 5.1016 -0.213
C -0.1844 -1.8934 4.1370 0.008
H -1.0458 -0.4568 2.7087 0.247
H -0.4345 0.2693 4.1893 0.251
H 2.8780 -2.5635 3.0411 0.256
H 1.7029 -2.8462 1.7686 0.242
H 1.7307 -4.6900 4.1304 0.227
H 0.0739 -5.3560 5.8283 0.237
H -1.7449 -3.7986 6.4610 0.236
H -1.8954 -1.5823 5.3934 0.221
C -4.1120 -0.6440 0.4126 -0.423
N -3.2273 -1.8065 0.4368 -0.376
C -3.8775 -3.1088 0.5857 -0.419
C -1.9070 -1.6716 0.3703 0.710
C -1.0635 -2.9064 0.4749 -0.713
O -1.3928 -0.5301 0.2378 -0.768
H -4.8144 -0.7183 1.2415 0.222
H -4.6734 -0.6202 -0.5219 0.217
H -3.5278 0.2637 0.5095 0.236
H -4.9174 -3.0037 0.2883 0.234
H -3.8458 -3.4513 1.6210 0.219
H -3.4190 -3.8571 -0.0547 0.220
H -1.2963 -3.4647 1.3821 0.256
H -0.0189 -2.6133 0.4716 0.229
H -1.2382 -3.5658 -0.3773 0.255
N -0.6999 -0.8681 -2.6724 -0.797
C 0.5172 -1.4046 -2.4635 0.285
N 1.2504 -1.1671 -1.4053 -0.620
C 2.4096 -1.9567 -1.4146 0.187
C 3.3887 -2.0147 -0.4285 -0.281
C 4.4831 -2.8441 -0.6077 -0.179
C 4.6137 -3.6200 -1.7590 -0.198
C 3.6444 -3.5801 -2.7458 -0.188
C 2.5493 -2.7512 -2.5532 -0.235
S 1.1740 -2.5374 -3.6018 0.430
H -1.1414 -0.3221 -1.9498 0.419
H -1.1390 -0.9232 -3.5744 0.424
H 3.3020 -1.4136 0.4662 0.198
H 5.2478 -2.8894 0.1558 0.231
H 5.4757 -4.2601 -1.8823 0.241
H 3.7361 -4.1839 -3.6382 0.243
```

Calculated values
Kohn-Sham gap (spin up / spin down) = 0.324 / 0.229 Eh
E_LUMO (spin up / spin down) = -4.70 / -7.28 eV
spin multiplicity = 3
energy = -2266.601078 Ha
total charge = +2